{"formula": "C25H48P2Tc", "method": "the ωB97M-V functional and the def2-TZVPD basis", "orbital_gap_ev": [6.70, 7.29], "homo_energy_ev": [-12.8, -14.7], "lumo_energy_ev": [-6.10, -7.44], "spin_multiplicity": 4, "s2": 3.78, "total_charge": 2, "symbols": ["Tc", "C", "C", "C", "C", "C", "C", "H", "H", "H", "C", "H", "H", "H", "C", "H", "H", "H", "C", "H", "H", "H", "C", "H", "H", "H", "C", "C", "C", "C", "C", "C", "C", "C", "H", "H", "H", "H", "H", "H", "H", "H", "H", "H", "H", "H", "P", "C", "H", "H", "H", "C", "H", "H", "H", "C", "H", "H", "H", "P", "C", "H", "H", "H", "C", "H", "H", "H", "C", "H", "H", "H", "C", "H", "H", "H"], "positions_angstrom": [[-0.18467, -0.06767, 0.54155], [-1.75955, 1.54620, 0.75567], [-2.35919, 0.70261, -0.22993], [-1.91602, -0.59823, 1.65072], [-1.57648, 0.77394, 1.95803], [-2.41717, -0.61687, 0.30323], [-1.68851, 3.03704, 0.68618], [-1.36944, 3.39278, -0.30173], [-1.01115, 3.45686, 1.44114], [-2.69161, 3.44485, 0.87597], [-1.63024, 1.34926, 3.35136], [-1.17858, 2.34337, 3.41923], [-1.15606, 0.70316, 4.09542], [-2.68850, 1.44587, 3.65315], [-2.18466, -1.66815, 2.67419], [-3.27222, -1.77984, 2.78279], [-1.78517, -1.41010, 3.65709], [-1.78722, -2.64681, 2.38635], [-3.17705, -1.74748, -0.29254], [-4.24982, -1.50231, -0.33536], [-3.06339, -2.67266, 0.28617], [-2.83862, -1.93505, -1.31820], [-3.01086, 1.18026, -1.46575], [-4.01773, 1.59170, -1.30509], [-3.11587, 0.37046, -2.18466], [-2.42098, 1.97125, -1.93092], [1.48944, 0.47579, -1.76537], [0.38584, 1.25628, -1.96016], [-0.18644, 1.45690, -3.34424], [-1.08643, 0.29943, -3.87504], [-1.07590, -0.93408, -3.01862], [0.02816, -1.70766, -2.93828], [1.32593, -1.33227, -3.62072], [2.14717, -0.20120, -2.93494], [0.63148, 1.62268, -4.06768], [-0.74666, 0.06187, -4.89851], [-0.77869, 2.39027, -3.34901], [2.39129, 0.54969, -3.71182], [2.10919, 0.52422, -0.85778], [0.00810, 1.97908, -1.21422], [3.11777, -0.61636, -2.62667], [1.95391, -2.24252, -3.68857], [-0.04973, -2.77304, -2.69484], [1.12282, -1.01728, -4.66667], [-2.11056, 0.68134, -3.97169], [-2.05270, -1.34172, -2.76996], [1.80515, 1.95627, 1.34403], [1.59171, 2.88420, 2.91711], [2.42225, 3.59826, 3.03603], [1.58622, 2.19576, 3.77390], [0.63896, 3.43662, 2.89547], [3.49809, 1.25730, 1.43774], [4.19994, 2.04057, 1.76064], [3.78753, 0.87763, 0.44657], [3.51809, 0.42721, 2.15778], [1.93294, 3.27515, 0.10445], [2.09433, 2.81893, -0.88103], [2.76397, 3.94389, 0.36609], [0.98281, 3.83065, 0.09022], [0.93660, -2.43274, 0.65581], [-0.28067, -3.47562, -0.19045], [0.21052, -4.34573, -0.64668], [-0.76772, -2.87672, -0.96855], [-1.03660, -3.79444, 0.53451], [2.42818, -2.33347, -0.38292], [2.13630, -2.07540, -1.40739], [2.96274, -3.29015, -0.36668], [3.07968, -1.54104, 0.01385], [1.43873, -3.45188, 2.10398], [1.86122, -4.41340, 1.76728], [0.55970, -3.64965, 2.73782], [2.18999, -2.91558, 2.70178], [0.74766, -0.39428, 2.40035], [0.59513, 0.48918, 3.02424], [1.81839, -0.62768, 2.47653], [0.22492, -1.20964, 2.91828]], "forces_ev_per_a": [[3.631, -0.870, 0.073], [-0.391, -0.221, 1.267], [-0.131, -0.839, 0.505], [-1.431, 0.732, 0.533], [-2.234, 0.545, 0.493], [-0.865, 0.688, 0.008], [0.182, 0.206, -0.074], [-0.122, -0.032, 0.208], [-0.231, -0.141, -0.236], [0.201, -0.057, -0.062], [0.300, -0.037, 0.050], [-0.083, -0.222, -0.027], [-0.028, 0.126, -0.103], [0.354, -0.038, -0.250], [0.044, -0.086, -0.069], [0.218, 0.031, -0.030], [-0.040, -0.026, -0.175], [-0.056, 0.131, 0.028], [0.119, -0.492, -0.397], [0.317, 0.007, 0.070], [-0.077, 0.294, -0.175], [-0.336, -0.150, 0.381], [0.050, 0.063, -0.734], [0.253, -0.118, 0.335], [-0.106, 0.115, 0.070], [-0.111, 0.005, -0.046], [-0.427, 1.421, -0.482], [1.275, 0.221, -0.039], [-0.312, 0.355, -0.070], [-0.151, 0.543, 0.081], [0.678, -1.124, -1.152], [-0.675, -0.111, -1.175], [0.052, -0.324, -0.239], [0.543, -0.258, -0.216], [-0.188, -0.066, 0.439], [-0.181, -0.118, 0.414], [0.325, -0.389, -0.003], [-0.130, -0.179, 0.499], [-0.618, -0.044, -0.180], [0.404, -0.661, -0.096], [-0.283, 0.213, -0.020], [-0.292, 0.522, -0.051], [-0.067, 0.604, 0.318], [-0.009, -0.266, 0.554], [0.319, -0.208, -0.068], [0.354, 0.017, 0.111], [-0.442, 0.094, -0.758], [0.002, -0.139, -0.034], [-0.285, -0.226, -0.045], [0.026, 0.278, -0.209], [0.437, -0.155, 0.027], [-0.131, 0.061, 0.113], [-0.110, -0.301, -0.154], [0.037, 0.173, 0.314], [0.144, 0.330, -0.202], [0.265, 0.211, 0.065], [0.078, 0.372, 0.338], [-0.257, 0.007, -0.230], [0.405, -0.054, -0.037], [-0.538, 0.095, -0.988], [0.141, -0.267, -0.247], [-0.285, 0.049, 0.134], [0.126, -0.353, 0.397], [0.193, -0.097, -0.122], [0.010, -0.121, 0.092], [0.126, -0.197, 0.389], [-0.032, 0.187, -0.077], [-0.092, -0.275, -0.121], [-0.177, 0.555, 0.200], [-0.206, 0.435, -0.069], [0.331, 0.050, -0.193], [-0.214, -0.253, -0.158], [0.296, -0.098, 1.797], [0.144, -0.312, -0.022], [-0.273, -0.006, -0.428], [0.237, 0.196, -0.040]], "mulliken_charge": [0.01, -0.43, 1.97, 0.64, 0.72, 0.62, -1.68, 0.30, 0.27, 0.41, -1.45, 0.43, 0.35, 0.36, -1.78, 0.41, 0.39, 0.31, -1.36, 0.35, 0.46, 0.21, -1.77, 0.35, 0.58, 0.37, 0.48, 0.71, -1.78, -1.93, -0.18, -0.60, -1.21, -2.04, 0.41, 0.62, 0.58, 0.56, -0.17, 0.56, 0.49, 0.44, 0.96, 0.37, 0.30, 1.11, 1.25, -1.24, 0.53, 0.39, 0.26, -1.26, 0.51, 0.33, 0.32, -1.27, 0.29, 0.56, 0.32, 1.34, -1.12, 0.54, -0.20, 0.31, -0.77, -0.25, 0.71, 0.19, -1.31, 0.49, 0.36, 0.42, -2.16, 0.21, 0.68, 0.91]}

***

{"formula": "C25H48P2Y", "method": "the ωB97M-V functional and the def2-TZVPD basis", "orbital_gap_ev": 4.69, "homo_energy_ev": -9.4, "lumo_energy_ev": -4.69, "relative_energy_ev": 4.526, "total_charge": 1, "symbols": ["Y", "C", "C", "C", "C", "C", "C", "H", "H", "H", "C", "H", "H", "H", "C", "H", "H", "H", "C", "H", "H", "H", "C", "H", "H", "H", "C", "C", "C", "C", "C", "C", "C", "C", "H", "H", "H", "H", "H", "H", "H", "H", "H", "H", "H", "H", "P", "C", "H", "H", "H", "C", "H", "H", "H", "C", "H", "H", "H", "P", "C", "H", "H", "H", "C", "H", "H", "H", "C", "H", "H", "H", "C", "H", "H", "H"], "positions_angstrom": [[0.49577, -0.18049, -0.57963], [0.32324, -1.86271, 2.20131], [1.24615, -2.13960, 1.14330], [1.99277, -0.28135, 2.29278], [0.82457, -0.75927, 2.93294], [2.26609, -1.11244, 1.17050], [-0.86860, -2.66770, 2.54659], [-1.30105, -3.14370, 1.65626], [-1.66126, -2.04839, 2.98743], [-0.64982, -3.47117, 3.26954], [0.31083, -0.25436, 4.22376], [-0.66318, -0.69277, 4.46831], [0.19608, 0.83826, 4.24410], [1.00370, -0.51049, 5.04140], [2.86592, 0.80955, 2.76528], [3.78994, 0.41097, 3.21371], [2.38025, 1.43632, 3.52217], [3.17239, 1.47033, 1.94138], [3.44392, -0.99101, 0.27441], [4.21946, -1.73583, 0.50288], [3.92086, -0.00596, 0.35064], [3.17079, -1.14999, -0.78150], [1.35398, -3.44850, 0.46533], [1.84809, -4.19620, 1.11163], [1.95007, -3.39548, -0.45221], [0.36711, -3.86268, 0.21998], [-1.56991, -0.17889, -1.84549], [-1.37965, -1.44683, -1.30996], [-1.11651, -2.67279, -2.16616], [0.34257, -2.79571, -2.69218], [1.29766, -1.65132, -2.39165], [1.11541, -0.36142, -2.92698], [-0.01145, -0.09207, -3.92197], [-1.42907, 0.15005, -3.32175], [-1.80898, -2.74176, -3.03068], [0.29687, -2.93744, -3.78444], [-1.35366, -3.56991, -1.56384], [-2.16108, -0.42291, -3.92850], [-2.10813, 0.59422, -1.26264], [-1.74399, -1.66688, -0.28722], [-1.72243, 1.21016, -3.45592], [0.24933, 0.78204, -4.54249], [2.01166, 0.26394, -3.06564], [-0.09312, -0.93548, -4.62962], [0.76374, -3.72916, -2.28248], [2.33147, -2.01255, -2.26383], [-3.02451, 0.50320, 1.21590], [-3.24808, 0.59962, 3.02563], [-4.29683, 0.83845, 3.22550], [-2.59576, 1.37411, 3.44590], [-2.98363, -0.35950, 3.48745], [-3.85783, 2.02216, 0.63149], [-4.81127, 2.13276, 1.16020], [-4.02794, 1.96162, -0.45166], [-3.21619, 2.89248, 0.82407], [-4.18865, -0.81097, 0.75579], [-4.17559, -0.94936, -0.33059], [-5.19769, -0.54817, 1.09028], [-3.86781, -1.75106, 1.22109], [1.46197, 2.58928, -1.15956], [3.16781, 2.34639, -1.76136], [3.35538, 3.04561, -2.58640], [3.35466, 1.31886, -2.10660], [3.85789, 2.54799, -0.92810], [0.45806, 3.13650, -2.58914], [0.46968, 2.38405, -3.38698], [0.86650, 4.08348, -2.96875], [-0.58967, 3.28910, -2.28287], [1.62209, 4.15178, -0.21880], [1.88566, 4.96434, -0.91287], [2.40872, 4.05627, 0.54459], [0.67844, 4.40325, 0.28581], [-0.32252, 1.50523, 0.96776], [-0.76768, 1.15984, 1.91739], [-0.96599, 2.30098, 0.56302], [0.64198, 1.97110, 1.26294]], "forces_ev_per_a": [[2.291, 2.197, 8.010], [1.055, 0.764, -0.225], [-0.175, 1.209, -0.345], [-0.585, -0.892, -0.620], [0.362, -0.382, -0.840], [-1.133, -0.083, 0.511], [-0.591, -0.420, 0.188], [0.050, -0.030, 0.141], [0.190, -0.144, -0.063], [-0.047, 0.182, -0.205], [-0.314, 0.291, 0.568], [0.172, 0.085, 0.019], [-0.005, -0.137, -0.054], [-0.227, 0.054, -0.159], [0.452, 0.660, 0.223], [-0.199, 0.135, -0.077], [0.062, -0.118, -0.164], [0.000, -0.045, 0.161], [0.576, -0.154, -0.201], [-0.042, 0.094, -0.148], [-0.105, -0.154, -0.002], [0.340, 0.095, 0.147], [0.158, -0.896, -0.211], [-0.121, 0.169, -0.190], [-0.040, -0.109, 0.110], [0.153, -0.037, -0.066], [-2.239, -2.439, -0.671], [-3.339, 0.639, -1.953], [0.012, -0.353, 0.069], [-0.016, -0.488, 0.539], [0.508, 0.878, -4.141], [1.172, -2.844, -2.195], [-0.328, 0.276, 0.002], [-0.200, 0.422, -0.074], [0.234, 0.485, 0.483], [0.215, 0.256, 0.210], [0.224, 0.517, -0.180], [0.265, 0.115, 0.521], [0.916, -0.434, 0.320], [0.541, 0.576, -0.249], [0.270, -0.547, 0.098], [0.005, -0.416, 0.320], [-0.441, -0.258, 0.494], [0.267, 0.132, 0.382], [-0.056, 0.522, -0.205], [-0.524, 0.620, 0.804], [0.675, -0.764, -0.458], [-0.172, 0.087, -0.056], [0.096, -0.024, 0.301], [-0.183, -0.123, -0.069], [-0.118, 0.231, -0.106], [-0.162, 0.021, 0.169], [0.010, 0.231, -0.253], [-0.077, 0.011, 0.226], [-0.226, -0.206, 0.033], [-0.696, 0.112, 0.211], [-0.128, 0.042, 0.133], [-0.110, -0.384, -0.156], [-0.131, 0.162, -0.024], [-0.027, -0.820, -0.155], [0.254, 0.447, -0.471], [0.357, -0.145, 0.171], [-0.041, 0.406, 0.124], [-0.176, -0.015, -0.315], [0.152, 0.295, -0.238], [0.075, 0.301, 0.198], [-0.246, -0.200, -0.105], [0.400, -0.004, 0.009], [-0.099, -0.029, 0.240], [-0.021, -0.246, 0.195], [-0.290, 0.003, -0.230], [0.277, -0.131, -0.164], [0.727, 0.671, 0.311], [0.339, -0.085, -0.650], [0.141, 0.069, 0.048], [-0.364, 0.092, -0.002]], "mulliken_charge": [-0.98, 1.35, 1.49, 0.99, 0.17, -0.54, -1.63, 0.23, 0.15, 0.42, -1.93, 0.40, 0.34, 0.36, -1.72, 0.35, 0.37, 0.26, -0.91, 0.33, 0.31, 0.04, -1.59, 0.34, 0.40, 0.32, 0.78, 1.45, -1.23, -1.61, 0.02, -0.09, -1.65, -1.06, 0.39, 0.64, 0.42, 0.49, -0.56, -0.01, 0.39, 0.59, 0.52, 0.39, 0.52, 0.83, 1.15, -1.31, 0.52, 0.36, 0.27, -1.36, 0.48, 0.34, 0.29, -1.47, 0.32, 0.49, 0.30, 1.50, -1.43, 0.49, 0.29, 0.38, -1.26, 0.12, 0.59, 0.23, -1.33, 0.49, 0.39, 0.36, -1.32, -0.07, 0.43, 0.24]}

***

The evaluated maximum force for the records listed, in turn: 3.73, 8.62 eV/Å.